(w)
Density functional theory data (the ωB97M-V functional and the def2-TZVPD basis) for C5H14N2 in the gas phase.

Each line ends with the Löwdin charge.
Positions of all 21 atoms, in Å:
C -1.95190 2.12859 1.80970  -0.1244
C -1.55994 1.38406 0.54832  -0.2688
C -0.58214 0.25720 0.81409  -0.2746
N -0.37011 -0.55279 -0.38576  -0.0773
C 0.89563 -1.33237 -0.35161  -0.2251
C 1.45496 -1.58716 -1.75525  -0.2726
N 2.69668 -0.87369 -2.06079  -0.0166
H -1.08023 2.55147 2.31205  0.0715
H -2.47498 1.48978 2.51938  0.0680
H -2.63345 2.94905 1.58223  0.0677
H -2.44560 0.91944 0.10225  0.1055
H -1.20536 2.08665 -0.20605  0.1073
H 0.37694 0.63604 1.16774  0.1116
H -0.98498 -0.34146 1.63364  0.1143
H -1.11418 -1.24237 -0.38909  0.1054
H 0.73915 -2.21197 0.26959  0.1060
H 1.62059 -0.75481 0.22706  0.0961
H 0.68261 -1.25111 -2.44801  0.0946
H 1.57911 -2.65484 -1.92897  0.1009
H 2.84788 -0.12120 -1.40337  0.0531
H 3.50932 -1.47853 -2.05713  0.0574

Structure (SMILES): CCCNCCN
Lowest unoccupied orbital energy, eV: 1.11
Orbital gap, eV: 9.92
E_HOMO, eV: -8.819
2S+1: 1

(x)
Density functional theory data (the ωB97M-V functional and the def2-TZVPD basis) for a 2-piece molecular cluster, C5H14N2 overall.

Each line ends with the Löwdin charge.
Positions of all 21 atoms, in Å:
H -0.68960 -0.86298 1.71212  0.0451
N -0.90457 0.09999 1.45355  0.1268
C -1.02977 0.30981 0.21182  -0.4479
C -1.40285 1.68762 -0.24435  -0.0641
C -1.51967 -0.85927 -0.81444  -0.2386
N -1.32738 -2.19867 -0.33216  -0.0144
H -0.86524 1.92841 -1.16031  0.0742
H -1.14868 2.41750 0.51978  0.0774
H -2.47041 1.75228 -0.44896  0.0799
H -1.01950 -0.73131 -1.77796  0.1021
H -2.58796 -0.69200 -0.97624  0.1110
H -0.34874 -2.38687 -0.14237  0.0665
H -1.85016 -2.35570 0.52377  0.0683
C 1.97188 0.23724 -0.54622  -0.1651
C 2.35297 0.21926 0.92347  -0.1743
H 1.96913 1.25156 -0.94117  0.0603
H 2.69346 -0.32525 -1.13760  0.0611
H 0.87175 -0.14505 -0.72689  0.0610
H 2.36345 -0.80204 1.30424  0.0618
H 3.32359 0.68365 1.09230  0.0633
H 1.61828 0.77182 1.50762  0.0455

Structure (SMILES): [H]/N=C(/C)CN.CC
Lowest unoccupied orbital energy, eV: 0.95
Orbital gap, eV: 10.14
E_HOMO, eV: -9.189
2S+1: 1

(y)
Density functional theory data (the ωB97M-V functional and the def2-TZVPD basis) for C5H14N2 as an isolated structure.

Each line ends with the Löwdin charge.
Positions of all 21 atoms, in Å:
C 4.07358 0.77557 -0.63251  -0.0519
N 0.38203 0.15249 -0.70498  0.0827
C -0.30653 -2.20160 0.82737  -0.1149
C -1.34945 -1.13730 0.55721  -0.2158
C -0.73640 0.11607 -0.05909  -0.4353
C -1.56879 1.38144 0.14434  -0.2428
N -2.96958 1.13786 -0.14255  -0.0047
H 4.99529 0.21046 -0.66489  0.0072
H 3.23129 0.09650 -0.63966  -0.0095
H 4.06839 1.43207 -1.49722  0.0128
H 3.99220 1.38857 0.26211  0.0126
H 0.55333 -1.76614 1.31650  0.0690
H -0.67629 -2.96786 1.52259  0.0742
H -0.00227 -2.69377 -0.09033  0.0694
H -1.77174 -0.79917 1.50162  0.1109
H -2.17271 -1.52428 -0.03572  0.1114
H -0.48558 -0.19121 -1.36044  0.1495
H -1.11773 2.19589 -0.43050  0.1065
H -1.50398 1.65538 1.21431  0.1261
H -3.53062 1.96481 -0.00787  0.0682
H -3.10441 0.77423 -1.08030  0.0744

Lowest unoccupied orbital energy, eV: 0.80
Orbital gap, eV: 8.75
E_HOMO, eV: -7.951
2S+1: 1

The computed energies, referenced to the most stable structure and given in hartree, are (w) 0.0000; (x) 0.0113; (y) 0.1050.

(w)
Density functional theory data (the ωB97M-V functional and the def2-TZVPD basis) for C5H14N2 in the gas phase.

Each line ends with the Löwdin charge.
Positions of all 21 atoms, in Å:
C 1.52221 -0.63741 2.69663  -0.0988
C 1.50111 -0.74377 1.16251  -0.3011
N 0.24903 -0.44653 0.49911  -0.0984
C 0.23986 -0.85730 -0.86404  -0.2878
C -0.51968 -0.02317 -1.88667  -0.1963
C -0.99626 1.40837 -1.40118  -0.3057
N -2.07964 1.26369 -0.46929  -0.0027
H 1.46990 -1.63871 3.11562  0.0590
H 2.37245 -0.11731 3.14856  0.0663
H 0.65636 -0.07866 3.11243  0.0754
H 2.21180 0.07908 0.79318  0.1291
H 1.97630 -1.68407 0.85604  0.1054
H -0.54049 -0.82189 1.01418  0.1108
H 1.30934 -0.63337 -1.20352  0.1153
H 0.36119 -1.90737 -1.26852  0.1266
H 0.07335 0.14959 -2.77416  0.0945
H -1.48832 -0.51510 -2.09920  0.1011
H -0.06284 1.90283 -1.07006  0.0986
H -1.24827 1.96480 -2.32802  0.1065
H -1.83441 0.66085 0.29541  0.0405
H -2.53528 2.10483 -0.16422  0.0615

Structure (SMILES): CCNCCCN
Lowest unoccupied orbital energy, eV: 1.09
Orbital gap, eV: 9.84
E_HOMO, eV: -8.755
2S+1: 1

(x)
Density functional theory data (the ωB97M-V functional and the def2-TZVPD basis) for C5H14N2 in the gas phase.

Each line ends with the Löwdin charge.
Positions of all 21 atoms, in Å:
C 2.27874 -2.16925 0.72319  -0.1578
C 1.81127 -1.18363 -0.28574  -0.2779
N 1.06812 -0.17725 0.60876  -0.0628
C 0.32033 1.05206 0.21437  -0.2593
C -1.17296 1.07992 0.65151  -0.1993
C -1.83225 0.31802 -0.43142  -0.3228
N -2.36703 1.38212 -1.35253  -0.0063
H 1.37167 -2.88858 0.97269  0.1034
H 3.17342 -2.84076 0.40507  0.0941
H 2.59579 -1.72776 1.67102  0.0625
H 2.70885 -0.69858 -0.67859  0.1011
H 1.30975 -1.60363 -1.14797  0.0918
H 0.30058 -0.63389 1.00982  0.0407
H 0.82456 1.81788 0.77716  0.0892
H 0.51700 1.32210 -0.76650  0.0873
H -1.17789 0.54094 1.69858  0.1378
H -1.45009 2.24273 0.75942  0.1555
H -1.21777 -0.48268 -0.96960  0.1307
H -2.69474 -0.28733 -0.24112  0.0837
H -2.28147 1.24188 -2.32381  0.0340
H -3.31813 0.98081 -1.19124  0.0744

Structure (SMILES): CCNCCCN
Lowest unoccupied orbital energy, eV: 0.98
Orbital gap, eV: 9.60
E_HOMO, eV: -8.629
2S+1: 1

(y)
Density functional theory data (the ωB97M-V functional and the def2-TZVPD basis) for C5H14N2 in the gas phase.

Each line ends with the Löwdin charge.
Positions of all 21 atoms, in Å:
C -0.34907 2.18132 0.64801  -0.0763
C -0.90602 0.91055 0.00491  -0.4859
C -1.75396 1.25994 -1.22459  -0.0637
N 0.05557 -0.10223 -0.30704  -0.0584
C 0.82013 -0.70875 0.77132  -0.2382
C 1.03013 -2.21071 0.68186  -0.2744
N 1.64752 -2.65704 -0.58757  -0.0152
H 0.14191 1.95439 1.60133  0.0667
H -1.13049 2.85327 1.00612  0.0746
H 0.35775 2.65598 -0.02720  0.0801
H -1.63415 0.50592 0.71130  0.1291
H -2.57096 0.55059 -1.36026  0.0744
H -1.20797 1.14875 -2.17095  0.0715
H -2.04252 2.30198 -1.18150  0.0673
H 0.52722 -0.03407 -1.19450  0.1080
H 0.20422 -0.58728 1.65483  0.1120
H 1.77387 -0.18978 0.83763  0.1123
H 1.65515 -2.50032 1.52451  0.0999
H 0.09936 -2.77340 0.75047  0.1083
H 0.90143 -2.54493 -1.26915  0.0530
H 2.38087 -2.01419 -0.86955  0.0548

Structure (SMILES): CC(C)NCCN
Lowest unoccupied orbital energy, eV: 1.06
Orbital gap, eV: 9.48
E_HOMO, eV: -8.420
2S+1: 1

The computed energies, referenced to the most stable structure and given in hartree, are (w) 0.0326; (x) 0.0847; (y) 0.0000.